Record 1
The following is a quantum chemistry calculation of the molecule C5H9BrN2OP2 in a non-equilibrium geometry, from the Open Molecules 2025 dataset.

F_max   5.55 eV Å⁻¹
Relative energy (zero: lowest compared OMol25 entry of this formula, charge and spin)   2.0 kcal per mole
Net charge   0
Calculated total energy   -3637.278787 Eh
Orbital gap (spin up / spin down)   6.887 / 6.894 eV

Cartesian coordinates (Å):
Br: 3.74 0.82 0.51
P: -0.93 1.73 1.26
P: -1.82 1.81 -0.68
O: -1.61 0.05 -0.80
N: -1.35 -1.28 1.04
N: -2.48 1.94 0.85
C: -0.83 -0.29 0.28
C: 1.28 0.73 -0.97
C: 0.68 -0.31 -0.02
C: -2.61 -1.76 1.07
C: 2.76 0.52 -1.18
H: 1.21 -0.32 1.04
H: -3.29 -1.25 0.26
H: 1.07 -1.25 -0.42
H: -0.75 -1.70 1.77
H: 0.88 0.44 -1.88
H: -3.04 -2.36 1.82
H: 3.23 1.22 -1.87
H: 0.97 1.73 -0.67
H: 2.87 -0.45 -1.41

natural (NBO) population analysis, charges in e, atoms 1 to 6: -0.059, 0.604, 0.927, -0.793, -0.427, -1.241

Record 2
The following is a quantum chemistry calculation of CH5P3 as an isolated structure in a non-equilibrium geometry, from the Open Molecules 2025 dataset.

F_max   4.46 eV Å⁻¹
Relative energy (zero: lowest compared OMol25 entry of this formula, charge and spin)   48.3 kcal per mole
Net charge   0
Calculated total energy   -1065.053411 Eh
Orbital gap   7.691 eV

Cartesian coordinates (Å):
P: 0.10 0.69 -0.81
P: -0.82 -0.38 0.65
P: -2.86 0.04 -0.02
C: 2.41 0.34 -0.06
H: 2.37 -0.54 0.57
H: -2.92 -1.29 -0.50
H: 2.72 0.03 -1.08
H: -3.69 -0.22 1.06
H: 2.69 1.34 0.20

natural (NBO) population analysis, charges in e, atoms 1 to 6: 0.123, -0.032, -0.019, -0.699, 0.214, -0.002

Record 3
The following is a quantum chemistry calculation of C21H30BF5GaN7OTe as an isolated structure in a non-equilibrium geometry, from the Open Molecules 2025 dataset.

F_max   1.29 eV Å⁻¹
Relative energy (zero: lowest compared OMol25 entry of this formula, charge and spin)   25.2 kcal per mole
Net charge   0
Calculated total energy   -3993.939634 Eh
Orbital gap   6.218 eV

Cartesian coordinates (Å):
Te: -3.14 -1.30 0.42
Ga: -0.20 0.05 0.08
F: -4.97 -1.26 0.74
F: -3.68 -2.33 -1.04
F: -3.43 0.54 0.48
F: -3.25 -2.89 1.39
F: -2.23 -0.87 2.02
O: -1.55 -1.19 -0.46
N: 1.64 1.03 2.03
N: 2.10 -1.33 1.42
N: 1.51 0.32 -0.97
N: 2.64 0.45 -0.23
N: 0.32 1.03 1.72
N: 0.88 -1.67 0.89
N: -1.00 1.58 -0.92
C: 3.13 1.02 -2.30
C: -0.31 1.85 2.57
C: -0.41 -3.81 0.60
C: 1.85 1.83 3.09
C: -2.08 1.66 -1.78
C: -2.90 0.54 -2.35
C: 0.63 2.37 3.46
C: -0.45 2.86 -0.87
C: 4.04 -2.37 2.58
C: 3.19 2.05 3.69
C: 1.78 0.66 -2.22
C: 0.75 0.66 -3.30
C: -2.21 2.94 -2.24
C: -1.18 3.71 -1.66
C: -1.76 2.17 2.48
C: 2.70 -2.41 1.93
C: 5.02 1.14 -0.52
C: 0.77 3.31 -0.12
C: 0.74 -2.99 1.06
C: 3.64 0.89 -1.02
C: 1.86 -3.49 1.72
B: 2.62 0.10 1.28
H: 5.64 1.50 -1.34
H: -2.31 -0.28 -2.76
H: 3.11 2.75 4.52
H: 4.30 -3.36 2.95
H: -2.96 3.27 -2.95
H: 2.04 -4.51 2.00
H: -0.85 -3.42 -0.31
H: 0.07 -0.19 -3.20
H: -2.02 2.50 1.47
H: 4.06 -1.67 3.41
H: 4.81 -2.06 1.87
H: -3.67 0.10 -1.71
H: 3.61 1.11 4.08
H: 3.66 1.34 -3.18
H: -2.00 2.97 3.18
H: -2.38 1.31 2.71
H: 0.16 1.57 -3.26
H: 0.57 3.58 0.92
H: 5.46 0.23 -0.12
H: -1.19 -3.86 1.36
H: 3.89 2.45 2.96
H: 0.44 3.06 4.26
H: -0.07 -4.83 0.42
H: -0.97 4.75 -1.82
H: 1.15 4.21 -0.61
H: 1.24 0.60 -4.28
H: -3.47 0.97 -3.18
H: 3.72 0.21 1.74
H: 1.58 2.59 -0.12
H: 5.02 1.89 0.27

natural (NBO) population analysis, charges in e, atoms 1 to 6: 3.464, 1.902, -0.587, -0.603, -0.593, -0.607

Record 4
The following is a quantum chemistry calculation of a 2-piece molecular cluster, C6H15NO overall in a non-equilibrium geometry, from the Open Molecules 2025 dataset.

F_max   2.68 eV Å⁻¹
Relative energy (zero: lowest compared OMol25 entry of this formula, charge and spin)   37.4 kcal per mole
Net charge   0
Calculated total energy   -367.571768 Eh
Orbital gap   10.632 eV
Structure (SMILES)   CCC(N)=O.CCC

Cartesian coordinates (Å):
O: 0.19 2.93 -1.40
N: -0.13 1.86 0.53
C: -0.94 -3.62 0.66
C: 1.92 1.32 -0.68
C: -1.16 -2.07 0.71
C: 0.64 2.11 -0.64
C: 1.96 -0.05 -1.36
C: -2.16 -1.47 1.76
H: 2.64 2.04 -1.05
H: -1.41 -4.09 1.51
H: -3.20 -1.53 1.38
H: -1.54 -1.75 -0.26
H: -2.25 -1.98 2.72
H: -0.21 -1.69 1.10
H: 2.75 -0.60 -0.86
H: -1.34 -4.04 -0.27
H: -1.07 2.22 0.50
H: 2.01 0.04 -2.45
H: -2.13 -0.38 1.79
H: 0.11 -3.73 0.41
H: 2.25 1.31 0.37
H: 1.07 -0.68 -1.35
H: -0.09 1.16 1.24

natural (NBO) population analysis, charges in e, atoms 1 to 6: -0.592, -0.861, -0.624, -0.509, -0.405, 0.692

Record 5
The following is a quantum chemistry calculation of C17H16N5NaS2 as an isolated structure, from the Open Molecules 2025 dataset.

F_max   0.53 eV Å⁻¹
Relative energy (zero: lowest compared OMol25 entry of this formula, charge and spin)   1.4 kcal per mole
Net charge   0
Calculated total energy   -1889.917138 Eh
Orbital gap   7.137 eV

Cartesian coordinates (Å):
S: 1.28 0.80 2.53
S: 4.19 1.47 3.00
Na: 0.23 -0.18 0.32
N: 2.49 0.21 -0.16
N: -2.13 0.70 1.01
N: 3.39 0.60 0.80
N: -2.09 -0.47 -1.40
N: 1.02 -0.52 -2.45
C: -2.13 1.28 2.19
C: 2.34 -0.72 -2.38
C: 0.44 -0.79 -3.62
C: 1.09 -1.28 -4.74
C: 3.06 -0.35 -1.16
C: 3.37 2.00 4.50
C: 2.45 -1.52 -4.64
C: -4.51 1.44 2.29
C: -5.75 -0.10 -0.86
C: -3.34 0.48 0.41
C: 3.09 -1.23 -3.44
C: -5.78 0.52 0.36
C: -3.30 1.67 2.87
C: 2.88 0.89 1.96
C: -3.34 -0.14 -0.87
C: -4.56 0.82 1.02
C: -4.53 -0.43 -1.48
H: 0.55 -1.46 -5.65
H: -1.42 0.25 -1.18
H: 3.01 -1.91 -5.48
H: -2.09 -0.69 -2.38
H: -0.62 -0.58 -3.69
H: 2.87 2.96 4.38
H: 4.15 -1.38 -3.33
H: -4.54 -0.91 -2.45
H: 2.65 1.26 4.83
H: -1.16 1.45 2.64
H: 4.14 -0.50 -1.14
H: -6.72 0.78 0.83
H: 4.16 2.09 5.24
H: -3.21 2.14 3.84
H: -6.68 -0.34 -1.37
H: -5.43 1.72 2.78

natural (NBO) population analysis, charges in e, atoms 1 to 6: -0.478, 0.282, 0.890, -0.276, -0.508, -0.439

Record 6
The following is a quantum chemistry calculation of a 2-piece molecular cluster, C11H16FNOSi overall in a non-equilibrium geometry, from the Open Molecules 2025 dataset.

F_max   4.46 eV Å⁻¹
Relative energy (zero: lowest compared OMol25 entry of this formula, charge and spin)   60.0 kcal per mole
Net charge   0
Calculated total energy   -947.985365 Eh
Orbital gap   7.665 eV
Structure (SMILES)   CC/[Si](C)=N\C(C)=O.Fc1ccccc1

Cartesian coordinates (Å):
Si: -1.62 -0.57 0.27
F: 1.59 -1.03 1.98
O: -1.68 2.07 -1.10
N: -0.58 0.78 0.45
C: -3.01 -0.63 -1.04
C: -0.69 1.83 -0.45
C: -3.90 -1.91 -1.06
C: 1.98 -0.76 -0.30
C: 0.62 2.65 -0.34
C: 2.37 -0.56 1.04
C: 2.61 -0.01 -1.33
C: 3.34 0.32 1.36
C: 4.02 0.98 0.35
C: 3.63 0.92 -1.01
C: -2.25 -1.70 1.98
H: 0.91 3.31 -1.19
H: 4.15 1.30 -1.84
H: -3.62 0.22 -0.69
H: 2.39 -0.10 -2.37
H: -1.54 -2.53 2.00
H: -2.10 -1.19 2.93
H: -3.20 -2.52 -0.30
H: 3.58 0.72 2.40
H: -5.00 -1.93 -0.81
H: 4.74 1.63 0.66
H: -2.66 -0.12 -1.97
H: 0.42 3.29 0.59
H: -3.24 -2.11 2.02
H: -3.67 -2.66 -1.86
H: 1.24 1.82 0.07
H: 1.17 -1.52 -0.44

natural (NBO) population analysis, charges in e, atoms 1 to 6: 1.776, -0.313, -0.629, -1.149, -0.943, 0.676

Record 7
The following is a quantum chemistry calculation of the molecule C13H27BrNO5PS in a non-equilibrium geometry, from the Open Molecules 2025 dataset.

F_max   6.06 eV Å⁻¹
Net charge   0
Calculated total energy   -4255.922167 Eh
Orbital gap   8.632 eV
Structure (SMILES)   CNC[C@]1(CCCCOC)C[C@@](O)(P(C)C)[C@H](Br)OS1(=O)=O

Cartesian coordinates (Å):
Br: 2.85 1.29 -3.14
S: -0.36 0.57 -2.16
P: 3.04 -1.92 -0.15
O: -0.36 1.77 -3.04
O: -5.00 -1.81 0.18
O: 0.74 -0.58 -2.61
O: 3.33 0.70 -0.36
O: -1.70 -0.08 -2.30
N: 0.71 3.08 0.90
C: -1.94 -0.31 0.75
C: 2.07 -0.30 -2.20
C: -1.40 1.08 0.31
C: -0.02 1.05 -0.42
C: 3.98 -1.80 1.46
C: 1.02 0.09 0.22
C: 2.03 3.74 1.07
C: -4.12 -1.58 1.25
C: -4.36 -1.68 -1.07
C: 0.49 2.55 -0.45
C: 1.73 -3.23 -0.12
C: 2.30 -0.24 -0.64
C: -3.44 -0.16 1.18
H: 0.95 -2.92 -0.86
H: 2.93 1.52 -0.04
H: -3.36 -2.18 -1.06
H: -4.97 -2.15 -1.87
H: -1.79 -1.09 -0.01
H: -3.32 -2.35 1.34
H: -1.40 1.74 1.20
H: -4.19 -0.63 -1.38
H: 2.08 -4.23 -0.43
H: -2.13 1.52 -0.39
H: 1.85 4.80 1.36
H: -3.93 0.52 0.46
H: 1.34 2.69 -1.14
H: -4.67 -1.60 2.22
H: 3.53 -2.40 2.27
H: 1.40 0.61 1.13
H: 0.60 -0.86 0.58
H: 1.18 -3.32 0.85
H: 0.53 2.41 1.62
H: 5.00 -2.18 1.25
H: 2.68 -1.14 -2.57
H: 4.10 -0.74 1.73
H: -1.37 -0.63 1.65
H: -0.35 3.12 -0.89
H: -3.50 0.32 2.18
H: 2.69 3.67 0.19
H: 2.52 3.29 1.96

natural (NBO) population analysis, charges in e, atoms 1 to 6: 0.016, 2.262, 0.717, -0.889, -0.531, -0.668

Record 8
The following is a quantum chemistry calculation of the molecule C4H5N3 in a non-equilibrium geometry, from the Open Molecules 2025 dataset.

F_max   1.44 eV Å⁻¹
Relative energy (zero: lowest compared OMol25 entry of this formula, charge and spin)   48.5 kcal per mole
Net charge   0
Calculated total energy   -319.634935 Eh
Orbital gap   10.740 eV
Structure (SMILES)   CNC(C#N)C#N

Cartesian coordinates (Å):
N: 0.17 1.52 -2.70
N: -2.61 -0.33 0.23
N: 0.81 0.20 0.43
C: 0.65 -1.21 0.80
C: -1.60 0.19 0.01
C: -0.32 0.91 -0.18
C: -0.09 1.26 -1.61
H: -0.46 1.84 0.39
H: 1.58 -1.55 1.26
H: 1.62 0.33 -0.17
H: 0.39 -1.86 -0.04
H: -0.13 -1.30 1.57

natural (NBO) population analysis, charges in e, atoms 1 to 6: -0.267, -0.266, -0.596, -0.426, 0.267, -0.232

Record 9
The following is a quantum chemistry calculation of C20H38CuO12S4 as an isolated structure in a non-equilibrium geometry, from the Open Molecules 2025 dataset.

F_max   5.64 eV Å⁻¹
Relative energy (zero: lowest compared OMol25 entry of this formula, charge and spin)   0.0 kcal per mole
Multiplicity   2
Net charge   0
Calculated total energy   -4920.887115 Eh
<S²>   0.75
Orbital gap (spin up / spin down)   9.353 / 7.431 eV

Cartesian coordinates (Å):
Cu: 12.54 4.99 10.45
S: 14.35 6.21 13.58
S: 11.01 2.02 8.34
S: 13.56 1.68 11.73
S: 9.38 4.61 12.29
O: 14.72 5.39 10.24
O: 11.02 2.94 9.46
O: 12.62 0.55 11.83
O: 13.88 4.42 8.63
O: 13.09 3.07 11.57
O: 10.92 5.90 9.10
O: 14.00 6.44 15.01
O: 12.22 1.31 7.87
O: 11.92 7.19 10.59
O: 8.83 5.35 13.43
O: 10.75 4.67 11.79
O: 13.37 5.57 12.65
C: 10.29 2.94 6.94
C: 14.78 1.37 10.40
C: 9.88 8.00 9.60
C: 8.65 1.08 7.36
C: 15.95 5.30 13.54
C: 14.86 4.98 9.11
C: 16.09 2.06 10.94
C: 10.98 6.93 9.79
C: 8.84 2.50 6.72
C: 7.68 2.59 11.87
C: 16.15 5.22 8.28
C: 9.66 0.77 8.42
C: 9.01 2.83 12.54
C: 14.80 1.60 13.08
C: 16.42 7.63 12.72
C: 8.07 4.79 10.96
C: 16.20 1.62 12.44
C: 17.01 6.40 13.50
C: 14.89 7.79 12.93
C: 7.63 3.44 10.58
H: 15.91 5.19 7.22
H: 14.65 8.51 13.72
H: 10.13 -0.18 8.14
H: 9.20 8.08 10.44
H: 15.94 4.59 14.37
H: 14.91 0.29 10.30
H: 14.29 1.87 9.57
H: 10.29 8.98 9.38
H: 17.05 6.72 14.54
H: 14.69 0.64 13.57
H: 10.84 2.55 6.08
H: 8.59 0.30 6.60
H: 7.66 1.07 7.82
H: 16.53 6.20 8.55
H: 8.51 5.37 10.15
H: 6.62 3.27 10.22
H: 8.31 3.04 9.83
H: 16.56 7.44 11.65
H: 16.77 0.69 12.42
H: 9.21 7.64 8.82
H: 15.90 4.71 12.62
H: 16.85 2.35 12.94
H: 7.54 1.55 11.56
H: 18.05 6.20 13.26
H: 9.30 0.71 9.45
H: 7.33 5.45 11.42
H: 8.67 2.37 5.65
H: 14.50 2.26 13.90
H: 16.08 3.15 10.81
H: 8.10 3.18 7.14
H: 16.95 4.53 8.56
H: 6.77 2.79 12.44
H: 10.46 4.02 6.96
H: 16.93 8.56 12.96
H: 17.00 1.88 10.37
H: 14.20 8.08 12.14
H: 9.03 2.51 13.59
H: 9.78 2.23 12.05

Löwdin population analysis, charges in e, atoms 1 to 6: 0.762, 0.779, 0.744, 0.756, 0.789, -0.012

Record 10
The following is a quantum chemistry calculation of a 2-piece molecular cluster, C4H12O3 overall in a non-equilibrium geometry, from the Open Molecules 2025 dataset.

F_max   2.13 eV Å⁻¹
Relative energy (zero: lowest compared OMol25 entry of this formula, charge and spin)   40.2 kcal per mole
Net charge   0
Calculated total energy   -385.257764 Eh
Orbital gap   10.600 eV
Structure (SMILES)   COCCOC.O

Cartesian coordinates (Å):
O: -0.74 0.27 2.32
O: 0.87 -1.06 -3.70
O: 0.86 1.33 -0.11
C: -0.08 0.33 0.04
C: -1.19 0.71 1.06
C: -1.28 -1.04 2.62
C: 1.83 0.96 -1.07
H: 0.36 -0.65 0.32
H: -1.28 1.82 1.11
H: 2.33 0.02 -0.77
H: -0.57 0.20 -0.95
H: -0.88 -1.42 3.58
H: -0.90 -1.69 1.80
H: -2.38 -1.12 2.64
H: -0.03 -0.66 -3.68
H: 2.59 1.76 -1.08
H: -2.18 0.31 0.78
H: 1.23 -0.90 -2.80
H: 1.44 0.83 -2.10

natural (NBO) population analysis, charges in e, atoms 1 to 6: -0.536, -0.937, -0.529, -0.081, -0.089, -0.258

Record 11
The following is a quantum chemistry calculation of the molecule C6H6O2 in a non-equilibrium geometry, from the Open Molecules 2025 dataset.

F_max   7.75 eV Å⁻¹
Relative energy (zero: lowest compared OMol25 entry of this formula, charge and spin)   100.9 kcal per mole
Net charge   0
Calculated total energy   -382.525025 Eh
Orbital gap   9.155 eV
Structure (SMILES)   C=C1C(=O)[C@@H]2C[C@H]1O2

Cartesian coordinates (Å):
O: -1.77 0.11 -1.92
O: 1.40 0.42 -0.91
C: 0.58 -0.86 -1.29
C: -0.84 -0.15 -1.04
C: 0.99 -1.20 0.25
C: 0.90 0.31 0.51
C: -1.51 1.48 0.94
C: -0.68 0.64 0.23
H: -0.90 1.55 2.01
H: 0.20 -1.79 0.83
H: 2.07 -1.54 0.32
H: -2.62 1.72 0.71
H: 0.81 -1.39 -2.15
H: 1.36 0.69 1.50

natural (NBO) population analysis, charges in e, atoms 1 to 6: -0.515, -0.508, 0.017, 0.499, -0.412, 0.044

Record 12
The following is a quantum chemistry calculation of C15H11BF4N2O7S2W as an isolated structure in a non-equilibrium geometry, from the Open Molecules 2025 dataset.

F_max   1.08 eV Å⁻¹
Relative energy (zero: lowest compared OMol25 entry of this formula, charge and spin)   11.7 kcal per mole
Net charge   +2
Calculated total energy   -2501.870939 Eh
Orbital gap   6.562 eV

Cartesian coordinates (Å):
W: 0.23 -0.10 0.17
S: 1.00 2.32 1.48
S: 2.48 -0.81 1.63
F: -1.58 -0.35 1.48
F: -1.92 0.64 3.54
F: -1.09 0.96 -0.52
F: -2.67 1.70 1.63
O: 0.75 3.70 1.41
O: -0.13 1.42 1.90
O: 3.20 -1.93 2.07
O: 2.29 -0.68 0.13
O: 1.31 1.62 0.13
O: 0.97 -0.77 1.94
O: -0.30 -1.77 -0.21
N: 0.74 -0.18 -1.85
N: 1.61 -0.98 -3.66
C: -0.32 -2.82 -1.11
C: 1.86 0.38 -3.68
C: 3.08 0.66 2.38
C: 1.34 0.87 -2.54
C: 2.93 2.96 3.15
C: 0.94 -1.31 -2.57
C: 4.26 0.51 3.09
C: 4.12 2.78 3.87
C: 2.41 1.92 2.42
C: 4.77 1.58 3.83
C: 0.38 -3.67 -3.21
C: -0.99 -3.97 -0.77
C: 0.37 -2.62 -2.29
C: -0.27 -4.85 -2.90
C: -0.96 -5.00 -1.69
B: -1.94 0.82 2.25
H: 4.76 -0.45 3.09
H: 0.87 -3.58 -4.16
H: 4.51 3.60 4.46
H: -1.51 -4.05 0.18
H: 2.42 3.92 3.16
H: 1.87 -1.62 -4.39
H: -1.47 -5.93 -1.47
H: 2.37 0.86 -4.49
H: 1.31 1.89 -2.19
H: 5.70 1.44 4.37
H: -0.26 -5.67 -3.61

natural (NBO) population analysis, charges in e, atoms 1 to 6: 2.465, 2.434, 2.379, -0.478, -0.459, -0.420